[1]
This record from the Open Molecules 2025 dataset describes one molecule with the formula C20H25N3O4S2. The level of theory is ωB97M-V with the def2-TZVPD basis set.

Values from the calculation:
**Energy relative to the best compared isomer or geometry (same formula, charge and spin)**: 0.000 eV
**Kohn-Sham gap**: 8.13 eV
**SMILES string**: CCOC(=O)Cc1csc(SCC(=O)N2CCN(c3ccc(OC)cc3)CC2)n1
**E_LUMO**: 0.62 eV

Last columns: bonded neighbours and bond lengths (Å).
Cartesian coordinates (Å):
1 C -2.272 3.115 -2.675  C2 1.521, H52 1.087, H53 1.087, H54 1.086
2 C -1.338 2.565 -3.741  C1 1.521, H3 1.093, H4 1.095, O5 1.432
3 H -1.877 2.386 -4.674  C2 1.093
4 H -0.506 3.254 -3.919  C2 1.095
5 O -0.805 1.292 -3.357  C2 1.432, C6 1.332
6 C 0.440 1.246 -2.886  O5 1.332, O7 1.202, C8 1.516
7 O 1.148 2.206 -2.737  C6 1.202
8 C 0.841 -0.193 -2.625  C6 1.516, C9 1.495, H50 1.090, H51 1.096
9 C 1.842 -0.337 -1.525  C8 1.495, C10 1.358, N13 1.363
10 C 2.968 0.403 -1.352  C9 1.358, S11 1.723, H49 1.069
11 S 3.834 -0.115 0.045  C10 1.723, C12 1.748
12 C 2.596 -1.326 0.286  S11 1.748, N13 1.292, S14 1.731
13 N 1.651 -1.314 -0.595  C9 1.363, C12 1.292
14 S 2.751 -2.441 1.601  C12 1.731, C15 1.831
15 C 1.446 -3.666 1.213  S14 1.831, H16 1.091, C17 1.521, H48 1.084
16 H 1.902 -4.631 1.442  C15 1.091
17 C 0.267 -3.486 2.158  C15 1.521, O18 1.217, N19 1.349
18 O 0.385 -3.792 3.330  C17 1.217
19 N -0.889 -3.007 1.655  C17 1.349, C20 1.451, C39 1.450
20 C -1.129 -2.587 0.287  N19 1.451, C21 1.544, H46 1.093, H47 1.099
21 C -2.234 -1.509 0.272  C20 1.544, N22 1.446, H44 1.093, H45 1.091
22 N -2.100 -0.647 1.426  C21 1.446, C23 1.413, C38 1.451
23 C -0.938 0.157 1.416  N22 1.413, C24 1.392, C28 1.393
24 C -0.875 1.172 0.465  C23 1.392, C25 1.381, H37 1.080
25 C 0.212 2.019 0.383  C24 1.381, C26 1.390, H36 1.078
26 C 1.283 1.863 1.255  C25 1.390, C27 1.394, O31 1.363
27 C 1.221 0.858 2.219  C26 1.394, C28 1.379, H30 1.079
28 C 0.130 0.018 2.300  C23 1.393, C27 1.379, H29 1.079
29 H 0.136 -0.760 3.048  C28 1.079
30 H 2.055 0.738 2.893  C27 1.079
31 O 2.417 2.618 1.239  C26 1.363, C32 1.408
32 C 2.520 3.645 0.282  O31 1.408, H33 1.095, H34 1.094, H35 1.089
33 H 1.785 4.436 0.468  C32 1.095
34 H 2.392 3.266 -0.737  C32 1.094
35 H 3.523 4.053 0.395  C32 1.089
36 H 0.224 2.794 -0.366  C25 1.078
37 H -1.703 1.301 -0.216  C24 1.080
38 C -2.437 -1.376 2.634  N22 1.451, C39 1.543, H42 1.089, H43 1.098
39 C -2.022 -2.860 2.547  N19 1.450, C38 1.543, H40 1.095, H41 1.090
40 H -2.848 -3.468 2.162  C39 1.095
41 H -1.727 -3.245 3.523  C39 1.090
42 H -1.974 -0.885 3.489  C38 1.089
43 H -3.525 -1.320 2.764  C38 1.098
44 H -3.229 -1.960 0.301  C21 1.093
45 H -2.151 -0.922 -0.643  C21 1.091
46 H -0.218 -2.141 -0.121  C20 1.093
47 H -1.426 -3.446 -0.331  C20 1.099
48 H 1.221 -3.588 0.156  C15 1.084
49 H 3.325 1.214 -1.951  C10 1.069
50 H -0.048 -0.781 -2.395  C8 1.090
51 H 1.264 -0.571 -3.562  C8 1.096
52 H -1.728 3.307 -1.754  C1 1.087
53 H -3.071 2.405 -2.471  C1 1.087
54 H -2.709 4.046 -3.024  C1 1.086

[2]
This record from the Open Molecules 2025 dataset describes one molecule with the formula C20H25N3O5S at a distorted geometry. The level of theory is ωB97M-V with the def2-TZVPD basis set.

Values from the calculation:
**Energy relative to the best compared isomer or geometry (same formula, charge and spin)**: 1.595 eV
**Kohn-Sham gap**: 9.03 eV
**SMILES string**: COc1ccc(OC)c(S(=O)(=O)N2CCC[C@@H](C(=O)NCc3cccnc3)C2)c1
**E_LUMO**: 0.49 eV

Last columns: bonded neighbours and bond lengths (Å).
Cartesian coordinates (Å):
1 C 5.436 0.282 2.500  H2 1.094, H3 1.089, H4 1.094, O5 1.411
2 H 5.116 1.080 1.824  C1 1.094
3 H 6.443 0.490 2.858  C1 1.089
4 H 5.429 -0.672 1.964  C1 1.094
5 O 4.628 0.230 3.655  C1 1.411, C6 1.356
6 C 3.307 -0.037 3.503  O5 1.356, C7 1.391, C11 1.396
7 C 2.671 -0.249 2.284  C6 1.391, C8 1.380, H54 1.077
8 C 1.317 -0.514 2.251  C7 1.380, C9 1.390, S19 1.794
9 C 0.547 -0.571 3.407  C8 1.390, C10 1.395, O14 1.357
10 C 1.189 -0.366 4.628  C9 1.395, C11 1.380, H13 1.078
11 C 2.544 -0.104 4.670  C6 1.396, C10 1.380, H12 1.078
12 H 3.039 0.053 5.615  C11 1.078
13 H 0.639 -0.409 5.554  C10 1.078
14 O -0.779 -0.806 3.243  C9 1.357, C15 1.411
15 C -1.574 -1.004 4.392  O14 1.411, H16 1.095, H17 1.088, H18 1.093
16 H -1.625 -0.098 5.005  C15 1.095
17 H -2.568 -1.244 4.020  C15 1.088
18 H -1.203 -1.836 4.997  C15 1.093
19 S 0.569 -0.812 0.649  C8 1.794, O20 1.438, O21 1.435, N22 1.638
20 O -0.156 -2.054 0.658  S19 1.438
21 O 1.615 -0.668 -0.324  S19 1.435
22 N -0.529 0.371 0.370  S19 1.638, C23 1.440, C46 1.439
23 C -1.919 0.235 0.722  N22 1.440, H24 1.100, C25 1.529, H53 1.089
24 H -2.150 0.875 1.587  C23 1.100
25 C -2.793 0.665 -0.456  C23 1.529, C26 1.534, H43 1.096, C44 1.537
26 C -2.679 -0.193 -1.723  C25 1.534, O27 1.217, N28 1.345
27 O -3.309 0.107 -2.720  C26 1.217
28 N -1.879 -1.271 -1.671  C26 1.345, H29 1.008, C30 1.452
29 H -1.313 -1.481 -0.862  N28 1.008
30 C -1.586 -2.010 -2.886  N28 1.452, C31 1.507, H41 1.095, H42 1.091
31 C -0.844 -1.143 -3.872  C30 1.507, C32 1.388, C36 1.394
32 C -1.338 -0.908 -5.148  C31 1.388, C33 1.385, H40 1.080
33 C -0.643 -0.062 -5.996  C32 1.385, C34 1.385, H39 1.079
34 C 0.518 0.529 -5.525  C33 1.385, N35 1.323, H38 1.083
35 N 0.997 0.318 -4.310  C34 1.323, C36 1.321
36 C 0.337 -0.498 -3.507  C31 1.394, N35 1.321, H37 1.084
37 H 0.773 -0.641 -2.525  C36 1.084
38 H 1.094 1.207 -6.141  C34 1.083
39 H -1.001 0.141 -6.994  C33 1.079
40 H -2.260 -1.373 -5.466  C32 1.080
41 H -2.529 -2.340 -3.335  C30 1.095
42 H -0.988 -2.880 -2.610  C30 1.091
43 H -3.846 0.635 -0.153  C25 1.096
44 C -2.428 2.108 -0.838  C25 1.537, C45 1.528, H51 1.091, H52 1.093
45 C -0.937 2.210 -1.157  C44 1.528, C46 1.530, H49 1.091, H50 1.091
46 C -0.102 1.700 0.019  N22 1.439, C45 1.530, H47 1.101, H48 1.090
47 H -0.211 2.374 0.882  C46 1.101
48 H 0.951 1.634 -0.256  C46 1.090
49 H -0.712 1.608 -2.038  C45 1.091
50 H -0.667 3.244 -1.372  C45 1.091
51 H -3.014 2.402 -1.709  C44 1.091
52 H -2.676 2.777 -0.009  C44 1.093
53 H -2.088 -0.802 1.010  C23 1.089
54 H 3.187 -0.229 1.338  C7 1.077

[3]
This record from the Open Molecules 2025 dataset describes a 5-piece molecular cluster, C20H25N5 overall at a distorted geometry. The level of theory is ωB97M-V with the def2-TZVPD basis set.

Values from the calculation:
**Energy relative to the best compared isomer or geometry (same formula, charge and spin)**: 12.997 eV
**Kohn-Sham gap**: 7.68 eV
**SMILES string**: c1cc[nH]c1.c1cc[nH]c1.c1cc[nH]c1.c1cc[nH]c1.c1cc[nH]c1
**E_LUMO**: 0.49 eV

Last columns: bonded neighbours and bond lengths (Å).
Cartesian coordinates (Å):
1 N -16.161 -26.529 10.541  C2 1.362, C5 1.391, H6 1.135
2 C -14.955 -25.994 10.203  N1 1.362, C3 1.512, H7 1.216
3 C -13.934 -26.692 11.074  C2 1.512, C4 1.487, H8 1.054
4 C -14.656 -27.665 11.936  C3 1.487, C5 1.545, H9 1.143
5 C -16.117 -27.591 11.437  N1 1.391, C4 1.545, H10 1.140
6 H -17.097 -26.258 9.959  N1 1.135
7 H -14.954 -25.187 9.293  C2 1.216
8 H -12.937 -26.359 10.996  C3 1.054
9 H -14.554 -28.459 12.752  C4 1.143
10 H -16.911 -28.351 11.740  C5 1.140
11 N -15.325 -28.554 8.638  C12 1.412, C15 1.347, H16 1.012
12 C -14.146 -28.328 7.896  N11 1.412, C13 1.473, H17 1.135
13 C -14.040 -29.372 6.862  C12 1.473, C14 1.497, H18 1.071
14 C -15.212 -30.286 7.039  C13 1.497, C15 1.573, H19 1.108
15 C -16.017 -29.633 8.222  N11 1.347, C14 1.573, H20 1.201
16 H -15.682 -27.914 9.335  N11 1.012
17 H -13.474 -27.558 8.392  C12 1.135
18 H -13.393 -29.355 6.009  C13 1.071
19 H -15.353 -31.148 6.357  C14 1.108
20 H -16.944 -29.956 8.913  C15 1.201
21 N -18.951 -32.252 5.494  C22 1.420, C25 1.389, H26 0.940
22 C -19.566 -31.071 5.001  N21 1.420, C23 1.523, H27 1.119
23 C -19.886 -30.245 6.240  C22 1.523, C24 1.536, H28 1.161
24 C -19.343 -30.977 7.476  C23 1.536, C25 1.582, H29 1.123
25 C -18.666 -32.265 6.853  N21 1.389, C24 1.582, H30 1.098
26 H -18.457 -32.663 4.807  N21 0.940
27 H -19.666 -31.121 3.887  C22 1.119
28 H -20.296 -29.177 6.435  C23 1.161
29 H -19.691 -30.744 8.517  C24 1.123
30 H -18.426 -33.112 7.509  C25 1.098
31 N -10.341 -29.569 5.622  C32 1.470, C35 1.373, H36 1.114
32 C -9.924 -29.370 4.226  N31 1.470, C33 1.462, H37 0.957
33 C -9.965 -27.925 4.009  C32 1.462, C34 1.605, H38 1.111
34 C -10.649 -27.218 5.277  C33 1.605, C35 1.470, H39 1.160
35 C -10.777 -28.384 6.162  N31 1.373, C34 1.470, H40 1.073
36 H -10.142 -30.497 6.206  N31 1.114
37 H -9.756 -30.140 3.683  C32 0.957
38 H -9.616 -27.306 3.155  C33 1.111
39 H -10.934 -26.098 5.374  C34 1.160
40 H -11.178 -28.498 7.151  C35 1.073
41 N -16.452 -27.292 5.908  C42 1.329, C45 1.432, H46 1.143
42 C -17.479 -27.691 5.164  N41 1.329, C43 1.563, H47 1.192
43 C -17.808 -26.492 4.216  C42 1.563, C44 1.507, H48 1.116
44 C -16.918 -25.352 4.638  C43 1.507, C45 1.536, H49 1.169
45 C -15.956 -25.971 5.663  N41 1.432, C44 1.536, H50 1.222
46 H -15.788 -27.930 6.586  N41 1.143
47 H -17.890 -28.805 5.256  C42 1.192
48 H -18.616 -26.422 3.450  C43 1.116
49 H -16.724 -24.337 4.092  C44 1.169
50 H -15.027 -25.352 6.159  C45 1.222

[4]
This record from the Open Molecules 2025 dataset describes one molecule with the formula C20H25N5O3. The level of theory is ωB97M-V with the def2-TZVPD basis set.

Values from the calculation:
**Energy relative to the best compared isomer or geometry (same formula, charge and spin)**: 3.080 eV
**Kohn-Sham gap**: 8.50 eV
**SMILES string**: Cc1cc(=O)nc2c3ccccc3n([C@@H](C)C(=O)NCCN3CCOCC3)n12
**E_LUMO**: 0.13 eV

Last columns: bonded neighbours and bond lengths (Å).
Cartesian coordinates (Å):
1 C 1.845 -0.709 -3.230  C2 1.496, H51 1.087, H52 1.090, H53 1.088
2 C 0.396 -1.045 -3.071  C1 1.496, C3 1.350, N8 1.376
3 C -0.163 -2.173 -3.560  C2 1.350, C4 1.469, H50 1.078
4 C -1.604 -2.446 -3.474  C3 1.469, O5 1.213, N6 1.387
5 O -2.098 -3.516 -3.763  C4 1.213
6 N -2.380 -1.366 -3.081  C4 1.387, C7 1.280
7 C -1.815 -0.317 -2.615  N6 1.280, N8 1.387, C15 1.440
8 N -0.448 -0.162 -2.437  C2 1.376, C7 1.387, N9 1.396
9 N -0.133 1.082 -1.887  N8 1.396, C10 1.392, C20 1.463
10 C -1.355 1.723 -1.700  N9 1.392, C11 1.387, C15 1.404
11 C -1.612 2.972 -1.156  C10 1.387, C12 1.383, H19 1.077
12 C -2.929 3.392 -1.110  C11 1.383, C13 1.393, H18 1.079
13 C -3.972 2.599 -1.585  C12 1.393, C14 1.380, H17 1.079
14 C -3.724 1.348 -2.113  C13 1.380, C15 1.387, H16 1.077
15 C -2.407 0.915 -2.162  C7 1.440, C10 1.404, C14 1.387
16 H -4.510 0.709 -2.481  C14 1.077
17 H -4.984 2.969 -1.533  C13 1.079
18 H -3.153 4.362 -0.693  C12 1.079
19 H -0.824 3.597 -0.770  C11 1.077
20 C 0.880 1.139 -0.833  N9 1.463, C21 1.525, H25 1.094, C26 1.544
21 C 1.854 2.289 -1.063  C20 1.525, H22 1.087, H23 1.086, H24 1.085
22 H 2.380 2.169 -2.006  C21 1.087
23 H 2.575 2.310 -0.251  C21 1.086
24 H 1.331 3.240 -1.073  C21 1.085
25 H 1.429 0.193 -0.841  C20 1.094
26 C 0.214 1.245 0.556  C20 1.544, O27 1.210, N28 1.348
27 O 0.489 2.118 1.348  C26 1.210
28 N -0.712 0.291 0.776  C26 1.348, H29 1.008, C30 1.443
29 H -0.804 -0.484 0.137  N28 1.008
30 C -1.348 0.119 2.060  N28 1.443, H31 1.094, H32 1.091, C33 1.534
31 H -2.432 0.049 1.925  C30 1.094
32 H -1.122 1.011 2.645  C30 1.091
33 C -0.837 -1.152 2.750  C30 1.534, N34 1.451, H48 1.094, H49 1.103
34 N 0.611 -1.240 2.683  C33 1.451, C35 1.454, C41 1.456
35 C 1.095 -2.575 2.995  N34 1.454, C36 1.529, H46 1.093, H47 1.104
36 C 2.607 -2.619 2.775  C35 1.529, H37 1.091, O38 1.406, H45 1.102
37 H 3.008 -3.596 3.048  C36 1.091
38 O 3.273 -1.677 3.579  C36 1.406, C39 1.408
39 C 2.792 -0.380 3.318  O38 1.408, H40 1.091, C41 1.528, H44 1.101
40 H 3.327 0.289 3.993  C39 1.091
41 C 1.284 -0.276 3.543  N34 1.456, C39 1.528, H42 1.089, H43 1.104
42 H 0.964 0.732 3.284  C41 1.089
43 H 1.058 -0.467 4.606  C41 1.104
44 H 3.016 -0.101 2.277  C39 1.101
45 H 2.820 -2.419 1.713  C36 1.102
46 H 0.611 -3.296 2.333  C35 1.093
47 H 0.875 -2.851 4.041  C35 1.104
48 H -1.240 -2.023 2.224  C33 1.094
49 H -1.215 -1.175 3.786  C33 1.103
50 H 0.444 -2.905 -4.067  C3 1.078
51 H 2.239 -1.241 -4.092  C1 1.087
52 H 2.431 -1.010 -2.361  C1 1.090
53 H 1.971 0.360 -3.387  C1 1.088